Record 1
Here is a cluster of 8 separate species, C32H63N3O13 in total from OMol25. Energies are from ωB97M-V with the def2-TZVPD basis set.

Output
LUMO level ... -0.21 eV
Spin multiplicity ... 1
Structure (SMILES) ... COC[C@H](C)N.COC[C@H](C)N.COC[C@H](C)N.O=C1CCCO1.O=C1CCCO1.O=C1CCCO1.O=C1CCCO1.O=C1CCCO1
Kohn-Sham gap ... 9.05 eV
Calculated total energy ... -2399.3120 hartree
HOMO ... -9.26 eV

XYZ file:
```
111
Properties=species:S:1:pos:R:3:mulliken_charge:R:1
O -8.785 -7.812 -2.785 -0.35
O 0.396 4.316 4.811 -0.57
O -6.255 -0.568 6.138 -0.55
O 8.247 6.506 -1.762 -0.27
O -7.318 -9.559 -2.400 -0.58
O 1.116 6.408 4.415 -0.32
O -0.978 -2.064 -0.861 -0.38
O -6.742 -2.698 5.912 -0.35
O -0.940 -4.214 -1.414 -0.58
O -7.294 2.351 -6.445 -0.60
O 4.289 1.715 -4.884 -0.25
O -0.146 -5.431 4.959 -0.22
O -6.442 1.582 -4.604 -0.34
N 1.841 3.061 -3.828 -0.57
N 9.559 3.445 -0.141 -0.72
N -0.507 -4.331 8.462 -0.67
C -4.261 0.941 -5.128 -0.47
C 9.186 5.822 -0.947 -0.64
C -6.360 1.910 -5.832 0.51
C 2.158 6.074 2.382 -0.47
C -7.602 -8.367 -2.482 0.56
C -5.342 -1.694 4.259 -0.40
C -6.555 -7.273 -2.263 -0.46
C 8.604 4.279 -0.930 0.23
C 7.176 4.069 -0.332 -1.26
C 1.160 4.956 2.536 -0.42
C -0.582 -2.831 6.483 -1.29
C 2.985 1.863 -5.530 -0.87
C -0.671 -4.275 6.969 0.58
C 0.515 -6.350 4.260 -0.81
C 1.191 -3.032 -1.038 -0.40
C -0.322 -3.222 -1.154 0.52
C -5.553 -3.196 3.931 -0.33
C 2.304 3.188 -5.134 0.38
C -4.914 1.705 -6.313 -0.37
C -6.124 -1.568 5.529 0.49
C -8.632 -6.365 -2.635 -0.44
C 1.638 7.095 3.375 -0.43
C 0.894 5.114 4.032 0.55
C 8.390 7.901 -1.636 -0.80
C 3.239 4.470 -5.189 -1.36
C 4.802 0.456 -4.717 -0.73
C 1.258 -1.588 -0.337 -0.34
C -5.215 1.149 -3.981 -0.34
C -6.379 -3.787 5.093 -0.37
C 0.307 -5.227 6.272 -0.78
C -7.204 -6.075 -2.901 -0.41
C -0.128 -1.115 -0.190 -0.33
H 9.436 3.813 0.791 0.27
H -5.846 -1.017 3.571 0.20
H -4.610 -3.744 3.926 0.18
H 2.917 1.824 -6.617 0.37
H 9.419 8.248 -1.535 0.32
H 1.459 3.300 -5.814 0.34
H -5.282 0.208 -3.434 0.30
H -1.683 -4.643 6.801 0.21
H -6.906 -5.117 -2.474 0.29
H 8.577 3.951 -1.969 0.32
H 2.268 6.568 1.416 0.32
H -4.174 -0.119 -5.367 0.29
H 4.115 4.441 -4.542 0.30
H -5.593 -7.456 -2.740 0.28
H 9.340 2.463 -0.048 0.27
H -0.491 -5.275 8.820 0.22
H -6.362 -7.172 -1.195 0.25
H 0.457 -2.500 6.473 0.35
H 6.579 4.752 -0.937 0.29
H 6.829 3.063 -0.566 0.37
H -8.839 -6.433 -1.567 0.28
H -6.010 -3.352 2.954 0.31
H 0.110 -6.377 3.249 0.23
H 2.522 3.173 -3.091 0.22
H 4.081 -0.149 -4.167 0.26
H 1.489 3.955 2.257 0.29
H 0.839 7.731 2.993 0.27
H -7.008 -6.028 -3.972 0.26
H 8.075 8.466 -2.513 0.26
H 2.781 5.424 -4.926 0.39
H 2.392 7.831 3.656 0.32
H 1.592 -6.191 4.324 0.32
H 1.589 -3.262 -2.027 0.31
H -4.354 -1.234 4.231 0.33
H 0.404 -7.364 4.644 0.32
H 3.154 5.658 2.530 0.25
H 1.320 -4.831 6.345 0.31
H -1.328 -2.246 7.021 0.37
H 0.446 -6.195 6.755 0.36
H 2.354 1.045 -5.183 0.39
H 0.258 5.076 1.936 0.23
H 9.322 6.222 0.058 0.37
H 1.804 -0.991 -1.068 0.11
H -0.426 -0.938 0.843 0.23
H 10.176 5.800 -1.403 0.36
H 5.062 -0.026 -5.659 0.29
H 1.587 -3.777 -0.348 0.22
H -5.918 -4.580 5.682 0.28
H 5.633 0.542 -4.016 0.24
H 7.210 4.364 0.717 0.33
H -4.957 1.150 -7.251 0.28
H -0.279 -0.192 -0.750 0.26
H 0.273 -3.862 8.900 0.22
H -7.269 -4.260 4.679 0.23
H 7.772 8.261 -0.814 0.30
H 3.734 4.698 -6.133 0.37
H 1.059 3.680 -3.667 0.23
H -4.597 2.741 -6.437 0.24
H -0.836 -2.975 5.433 0.30
H -4.753 1.944 -3.395 0.26
H -9.363 -5.714 -3.115 0.32
H -3.326 1.460 -4.915 0.25
H 1.772 -1.566 0.624 0.38
```

Record 2
Here is a structure of composition C19H22CuN5O2S from OMol25. Energies are from ωB97M-V with the def2-TZVPD basis set.

Output
LUMO level (alpha / beta) ... 2.97 / 2.91 eV
Total charge ... -1
Spin multiplicity ... 2
Kohn-Sham gap (alpha / beta) ... 6.78 / 6.68 eV
Calculated total energy ... -3200.1651 hartree
HOMO (alpha / beta) ... -3.81 / -3.77 eV

XYZ file:
```
50
Properties=species:S:1:pos:R:3:mulliken_charge:R:1
Cu -0.623 -0.135 -0.351 -0.44
S -0.089 -1.671 1.278 -0.52
O -2.105 -1.324 -1.202 -0.58
O -1.931 1.321 -0.754 -0.92
N 3.350 -2.625 0.055 -0.96
N 1.262 0.157 0.054 -0.14
N 0.640 -1.591 -1.949 -0.61
N 1.463 -1.997 -0.924 0.62
N 2.682 -1.733 0.920 0.16
C -3.177 1.218 -0.499 0.79
C 2.270 3.017 2.207 -0.81
C -3.785 -2.570 -0.116 -1.53
C 3.610 3.147 1.875 -0.77
C 2.861 -3.677 -2.120 -1.34
C 2.013 1.148 0.683 -0.45
C 4.144 2.296 0.927 -0.72
C -3.938 2.403 -0.252 -0.64
C 1.466 -1.225 0.324 0.44
C 1.464 2.041 1.639 1.02
C 0.027 1.951 2.066 -1.28
C -3.195 -1.272 -0.621 1.29
C -5.264 -0.021 -0.076 -0.56
C -5.961 1.144 0.127 -0.72
C -5.275 2.367 0.038 -0.36
C 3.990 0.511 -0.800 -1.32
C -3.896 -0.027 -0.401 0.20
C 3.368 1.317 0.315 1.16
C 2.605 -2.759 -0.979 1.01
H -4.182 -2.450 0.891 0.39
H 1.132 -1.189 -2.735 0.20
H -7.019 1.125 0.354 0.37
H -0.051 -2.277 -2.210 0.22
H -3.406 3.344 -0.314 0.39
H 5.182 2.403 0.626 0.39
H -5.812 3.294 0.205 0.35
H 4.721 -0.209 -0.426 0.27
H 4.222 3.912 2.338 0.37
H 2.985 -3.120 -3.050 0.28
H 3.763 -4.254 -1.926 0.36
H -4.591 -2.902 -0.776 0.41
H -0.175 2.665 2.866 0.36
H 4.509 1.171 -1.500 0.51
H 2.013 -4.354 -2.239 0.28
H 3.231 -0.038 -1.355 0.04
H 3.302 -1.051 1.327 0.40
H -2.998 -3.319 -0.106 0.34
H -0.211 0.947 2.418 0.22
H 1.834 3.691 2.938 0.31
H -0.638 2.169 1.229 0.21
H -5.788 -0.968 -0.019 0.30
```

Record 3
Here is an isolated molecule of C16H19BrN2O5 from OMol25. Energies are from ωB97M-V with the def2-TZVPD basis set.

Output
LUMO level ... -0.18 eV
Spin multiplicity ... 1
Structure (SMILES) ... O=C(COC(=O)/C=C/c1ccc(Br)o1)NCCCN1CCCC1=O
ΔE to the lowest compared entry with this formula, charge and spin ... 0.0 kcal/mol
Kohn-Sham gap ... 8.29 eV
Calculated total energy ... -3680.8531 hartree
HOMO ... -8.47 eV

XYZ file:
```
43
Properties=species:S:1:pos:R:3:mulliken_charge:R:1
Br 4.077 3.617 3.396 -0.11
O 2.092 -2.070 -1.052 -0.37
O 0.052 -1.127 1.085 -0.79
O 0.786 -0.691 -2.255 -0.67
O -0.218 -4.079 -2.911 -0.69
O 2.870 2.355 1.276 -0.29
N -0.461 -3.189 -0.851 -0.08
N -1.708 0.095 0.308 0.32
C 1.700 1.448 -0.641 0.22
C -0.578 0.993 2.123 -0.68
C -2.161 -0.828 -0.714 -0.66
C -0.672 -0.148 1.124 0.30
C 2.088 2.551 0.181 0.17
C -2.578 -2.187 -0.120 -0.61
C -1.897 -3.361 -0.821 -0.92
C 2.401 4.542 1.159 -0.22
C -2.421 1.314 0.620 -0.77
C 1.573 -0.875 -1.354 0.81
C 1.736 -3.151 -1.900 -0.43
C 1.778 3.890 0.077 -0.70
C 2.078 0.175 -0.458 -0.87
C 3.046 3.552 1.845 -0.27
C 0.243 -3.503 -1.947 0.68
C -1.440 2.091 1.505 -0.23
H -1.348 -0.972 -1.432 0.17
H -2.299 -2.209 0.934 0.33
H -3.351 1.082 1.157 0.30
H -3.658 -2.321 -0.182 0.38
H -0.984 0.642 3.074 0.38
H 2.294 -4.012 -1.527 0.30
H -2.675 1.852 -0.296 0.42
H 2.042 -2.937 -2.930 0.32
H 2.728 -0.139 0.342 0.47
H -2.148 -4.292 -0.298 0.34
H 0.458 1.282 2.288 0.22
H 1.045 1.686 -1.468 0.42
H 1.182 4.346 -0.687 0.55
H 2.384 5.584 1.404 0.53
H -1.952 2.697 2.250 0.39
H -2.234 -3.454 -1.858 0.42
H -2.993 -0.357 -1.236 0.52
H -0.823 2.746 0.889 -0.01
H -0.053 -2.640 -0.097 0.38
```

Record 4
Here is an isolated molecule of C3H5NO2 from OMol25. Energies are from ωB97M-V with the def2-TZVPD basis set.

Output
LUMO level ... 0.68 eV
Spin multiplicity ... 1
Structure (SMILES) ... NC(=O)/C=C/O
ΔE to the lowest compared entry with this formula, charge and spin ... 24.1 kcal/mol
Kohn-Sham gap ... 10.04 eV
Calculated total energy ... -322.5360 hartree
HOMO ... -9.36 eV

XYZ file:
```
11
Properties=species:S:1:pos:R:3:mulliken_charge:R:1
O 2.588 0.035 0.434 -0.47
O -1.033 1.455 -0.898 -0.62
N -2.017 -0.378 0.034 -0.44
C 0.362 -0.297 -0.137 -0.67
C 1.519 0.357 -0.315 0.19
C -0.929 0.345 -0.400 0.57
H 1.700 1.158 -1.028 0.37
H -2.885 0.133 0.071 0.26
H -1.895 -1.103 0.727 0.21
H 2.178 -0.423 1.185 0.32
H 0.411 -1.283 0.326 0.26
```